ORCA calculation (ωB97M-V/def2-TZVPD) on C55H88N3O9P2SSeSr as an isolated structure at a distorted geometry.

Frontier orbital gap = 5.552 eV
2S+1 = 1
Charge = -1
Energy above the lowest of the compared OMol25 structures with the same formula, charge and spin = 233.8 kJ/mol

Geometry (Å):
Sr (1.311, -0.372, -0.526)
C (-6.101, 0.990, -2.583)
C (-5.166, 2.174, -2.873)
C (-5.482, 2.705, -4.273)
C (-5.449, 3.299, -1.865)
C (-3.716, 1.719, -2.737)
C (-3.235, 1.281, -1.506)
C (-1.926, 0.883, -1.341)
Se (-1.374, 0.370, 0.447)
C (-0.832, 2.125, 1.009)
C (-1.764, 2.966, 1.568)
C (-1.398, 4.233, 2.021)
C (-0.059, 4.576, 1.876)
C (0.917, 3.749, 1.324)
C (0.551, 2.449, 0.861)
O (1.355, 1.586, 0.355)
C (2.340, 4.329, 1.231)
C (3.387, 3.379, 0.635)
C (2.840, 4.718, 2.632)
C (2.304, 5.583, 0.340)
C (-2.457, 5.161, 2.604)
C (-1.878, 6.511, 3.035)
C (-3.541, 5.427, 1.546)
C (-3.121, 4.511, 3.827)
C (-0.973, 0.868, -2.411)
O (0.227, 0.465, -2.204)
C (-1.476, 1.311, -3.678)
C (-2.802, 1.721, -3.783)
C (-0.621, 1.446, -4.952)
C (-0.458, 2.941, -5.273)
C (0.784, 0.844, -4.848)
C (-1.318, 0.745, -6.132)
H (-7.149, 1.300, -2.636)
H (-5.913, 0.582, -1.590)
H (-5.938, 0.190, -3.308)
H (-6.516, 3.056, -4.314)
H (-5.356, 1.926, -5.027)
H (-4.829, 3.542, -4.527)
H (-6.481, 3.649, -1.953)
H (-4.776, 4.139, -2.042)
H (-5.290, 2.956, -0.843)
H (-3.884, 1.252, -0.637)
H (-2.787, 2.616, 1.652)
H (0.255, 5.553, 2.224)
H (3.496, 2.483, 1.244)
H (4.351, 3.896, 0.592)
H (3.110, 3.054, -0.365)
H (2.937, 3.824, 3.253)
H (2.165, 5.413, 3.135)
H (3.824, 5.189, 2.558)
H (1.917, 5.318, -0.645)
H (3.310, 5.993, 0.216)
H (1.665, 6.362, 0.761)
H (-1.425, 7.028, 2.188)
H (-1.122, 6.390, 3.813)
H (-2.676, 7.143, 3.433)
H (-3.094, 5.850, 0.645)
H (-4.291, 6.123, 1.932)
H (-4.043, 4.502, 1.264)
H (-2.385, 4.306, 4.607)
H (-3.599, 3.570, 3.555)
H (-3.888, 5.175, 4.239)
H (-3.140, 2.077, -4.748)
H (0.090, 3.427, -4.465)
H (-1.427, 3.432, -5.374)
H (0.099, 3.078, -6.205)
H (1.348, 1.300, -4.040)
H (1.310, 0.999, -5.796)
H (0.731, -0.225, -4.645)
H (-2.266, 1.214, -6.397)
H (-1.517, -0.301, -5.883)
H (-0.674, 0.773, -7.016)
C (-2.056, -3.650, -4.552)
C (-1.784, -2.898, -3.263)
C (-3.022, -2.276, -2.650)
O (-1.208, -3.862, -2.331)
P (0.031, -3.377, -1.451)
O (-0.068, -1.977, -1.056)
C (-0.036, -4.595, -0.107)
P (1.258, -4.091, 1.076)
O (1.296, -2.664, 1.365)
O (2.625, -4.613, 0.462)
C (2.918, -6.017, 0.343)
C (3.929, -6.385, 1.416)
C (3.419, -6.314, -1.059)
O (1.146, -5.010, 2.392)
C (0.135, -5.794, 3.029)
C (-1.178, -5.047, 3.204)
C (-0.062, -7.128, 2.321)
O (1.347, -3.798, -2.222)
C (2.209, -2.804, -2.868)
C (3.647, -3.153, -2.548)
C (1.938, -2.819, -4.360)
H (-2.464, -2.976, -5.305)
H (-2.772, -4.453, -4.368)
H (-1.134, -4.096, -4.929)
H (-1.057, -2.097, -3.437)
H (-3.754, -3.044, -2.393)
H (-3.464, -1.572, -3.356)
H (-2.756, -1.717, -1.754)
H (0.097, -5.606, -0.485)
H (-1.020, -4.478, 0.342)
H (1.999, -6.590, 0.508)
H (4.849, -5.822, 1.262)
H (4.150, -7.452, 1.372)
H (3.529, -6.136, 2.397)
H (4.397, -5.863, -1.216)
H (2.725, -5.913, -1.795)
H (3.500, -7.393, -1.197)
H (0.556, -5.984, 4.021)
H (-1.725, -4.979, 2.264)
H (-0.990, -4.040, 3.569)
H (-1.803, -5.572, 3.927)
H (-0.460, -6.975, 1.318)
H (-0.767, -7.738, 2.886)
H (0.882, -7.668, 2.250)
H (1.967, -1.821, -2.452)
H (3.921, -4.101, -3.015)
H (3.788, -3.215, -1.470)
H (4.294, -2.364, -2.926)
H (2.161, -3.806, -4.768)
H (2.569, -2.077, -4.846)
H (0.896, -2.577, -4.569)
S (6.234, 0.095, -1.530)
C (5.493, 0.246, -3.068)
C (4.134, 0.173, -2.993)
C (3.592, -0.018, -1.677)
C (4.620, -0.080, -0.782)
C (4.491, -0.160, 0.661)
C (5.547, 0.119, 1.543)
C (5.304, 0.143, 2.900)
C (4.021, -0.125, 3.364)
C (3.045, -0.433, 2.429)
N (3.269, -0.465, 1.123)
H (6.121, 0.403, -3.934)
H (3.513, 0.259, -3.880)
H (6.527, 0.348, 1.146)
H (6.104, 0.379, 3.592)
H (3.792, -0.082, 4.421)
H (2.031, -0.666, 2.732)
C (-0.976, -1.484, 5.961)
N (-1.452, -0.689, 4.832)
C (-2.098, -1.454, 3.769)
C (-0.569, 0.271, 4.307)
O (-0.303, 0.310, 3.123)
N (-0.044, 1.162, 5.199)
C (0.887, 2.156, 4.687)
C (-0.614, 1.424, 6.502)
H (-1.200, -2.536, 5.785)
H (-1.460, -1.193, 6.897)
H (0.105, -1.391, 6.090)
H (-2.826, -2.132, 4.216)
H (-1.371, -2.007, 3.164)
H (-2.607, -0.768, 3.095)
H (1.275, 1.824, 3.727)
H (1.711, 2.287, 5.393)
H (0.392, 3.118, 4.527)
H (-0.049, 0.936, 7.304)
H (-1.648, 1.085, 6.538)
H (-0.598, 2.499, 6.685)

Atom charges from the Löwdin analysis, given in e for atoms 1 to 6:
1. Sr 1.370
2. C -0.055
3. C -0.561
4. C -0.073
5. C -0.055
6. C -0.197


ORCA calculation (ωB97M-V/def2-TZVPD) on C8H10O5PSm as an isolated structure at a distorted geometry.

Frontier orbital gap (spin up / spin down) = 7.506 / 7.684 eV
2S+1 = 6
Charge = +2

Geometry (Å):
O (1.683, -4.148, 1.141)
C (1.105, -3.196, 0.806)
Sm (0.007, -1.059, 0.457)
O (3.033, -1.045, 2.453)
C (2.087, -0.836, 1.798)
C (0.254, 1.299, 0.222)
O (0.316, 2.450, 0.178)
C (-1.417, -0.285, -1.278)
O (-2.100, 0.215, -2.118)
C (1.559, -0.444, -1.583)
O (2.227, -0.027, -2.440)
H (-1.055, -1.976, -0.919)
C (-3.238, -0.842, 3.032)
P (-1.995, 0.040, 2.028)
C (-2.994, 1.415, 1.418)
C (-0.997, 0.808, 3.363)
H (-4.042, -1.272, 2.418)
H (-3.666, -0.105, 3.714)
H (-2.799, -1.666, 3.615)
H (-3.636, 1.769, 2.224)
H (-2.481, 2.267, 0.957)
H (-3.646, 0.978, 0.655)
H (-1.695, 1.158, 4.128)
H (-0.409, 0.000, 3.822)
H (-0.295, 1.614, 3.097)

Atom charges from the natural (NBO) analysis, given in e for atoms 1 to 6:
1. O -0.286
2. C 0.519
3. Sm 0.785
4. O -0.293
5. C 0.527
6. C 0.527


The records above yield electronic energy values of -176965.861 -45867.922 eV, respectively.